#P
# CH3Br2N

2 unconnected molecules or ions with the total composition CH3Br2N (ωB97M-V with the def2-TZVPD basis set, OMol25).

Each line ends with the Löwdin charge.
Element x y z (Å)
C  0.87213  -0.72432  0.53369  0.0397
N  -1.38722  0.69942  -0.03908  -1.0379
Br  -0.72516  2.33046  -0.15047  0.5571
Br  -1.64139  0.00505  -1.74299  0.4955
H  0.25043  -1.50978  0.19628  -0.0425
H  1.24910  -0.11779  -0.30056  -0.0185
H  1.38211  -0.68304  1.50313  0.0066

The value obtained for the molar mass is 188.85 g/mol. The charge is 0.



#Q
# CH3Br2N

A molecular structure, CH3Br2N (ωB97M-V with the def2-TZVPD basis set, OMol25).

Each line ends with the Löwdin charge.
Element x y z (Å)
C  -0.18171  -0.12947  0.15338  -0.3000
N  -3.48638  -0.70697  -0.79988  -1.0290
Br  -4.39798  0.69812  0.06207  0.3802
Br  -1.97708  -1.20177  0.03704  0.8616
H  0.58289  -0.52290  -0.64528  0.0628
H  0.26693  -0.15858  1.16609  0.0257
H  -0.73000  0.80115  -0.06670  -0.0013

The value obtained for the molar mass is 188.85 g/mol. The charge is 0.



Which structure is the least stable? The one labeled #P.



#P
# CH5N3O2S

2 unconnected molecules or ions with the total composition CH5N3O2S (ωB97M-V with the def2-TZVPD basis set, OMol25).

Each line ends with the Löwdin charge.
Element x y z (Å)
C  0.74958  0.47507  1.42841  0.0659
N  -1.08613  -0.97497  0.60292  -0.1815
N  -0.09248  -0.23390  1.04477  -0.1636
N  3.03644  -0.11594  -0.18795  -0.0615
O  -3.44483  -1.15901  -0.07307  -0.4414
O  -2.10666  0.90305  -1.10168  -0.3179
S  -2.59824  -0.03008  0.27537  0.9767
H  2.38540  0.30129  0.54266  -0.1039
H  -0.94885  -1.70177  -0.11691  0.1322
H  -2.15020  1.86732  -1.03434  0.0530
H  2.38391  0.11078  -0.96660  -0.0081
H  3.87206  0.55817  -0.41359  0.0501

The value obtained for the molar mass is 123.14 g/mol. The charge is 0.



#Q
# CH5N3O2S

A molecular structure, CH5N3O2S (ωB97M-V with the def2-TZVPD basis set, OMol25).

Each line ends with the Löwdin charge.
Element x y z (Å)
C  -0.95149  -0.37898  -0.31717  -0.4531
N  -0.61703  1.99836  -0.49436  -0.0416
N  -1.05894  0.91353  0.07795  -0.2094
N  -1.28549  -1.16433  0.77355  0.0454
O  1.43535  0.34550  0.91325  -0.4253
O  2.03122  -0.75064  -1.03725  -0.3318
S  0.99828  0.41204  -0.41586  0.9491
H  -1.01110  -0.79991  -1.38444  0.1567
H  -0.76842  2.82098  0.06475  0.0530
H  2.89864  -0.86170  -0.63290  0.0500
H  -0.58699  -1.91970  0.79697  0.0916
H  -1.08404  -0.61516  1.65550  0.1154

The value obtained for the molar mass is 123.14 g/mol. The charge is 0.



Which structure is the least stable? The one labeled #Q.



#P
# C3H10NO

2 unconnected molecules or ions with the total composition C3H10NO (ωB97M-V with the def2-TZVPD basis set, OMol25).

Each line ends with the Löwdin charge.
Element x y z (Å)
C  0.01821  -0.00271  -2.30097  -0.0007
N  -0.76673  -0.47695  -1.13865  0.1181
H  0.32470  -0.75598  -3.03108  0.1236
H  0.96460  0.38833  -1.73336  0.1291
H  -0.35096  0.90894  -2.80097  0.1224
H  -1.69816  -0.84910  -1.45574  0.2104
H  -0.18270  -1.27449  -0.68434  0.1961
H  -1.00948  0.10418  -0.40190  0.0652
C  -0.07137  1.37187  1.20970  0.2794
C  0.73798  0.26516  1.24764  -0.0474
O  0.15994  -0.94810  1.42010  0.1462
H  -1.12958  1.44276  1.34666  0.1334
H  0.49720  2.29014  1.07830  0.1385
H  1.87464  0.32017  1.30593  0.2064
H  0.68843  -1.45745  2.04802  0.1793

The value obtained for the molar mass is 76.12 g/mol. The spin multiplicity is 2. The charge is +2.



#Q
# C3H10NO

2 unconnected molecules or ions with the total composition C3H10NO (ωB97M-V with the def2-TZVPD basis set, OMol25).

Each line ends with the Löwdin charge.
Element x y z (Å)
C  2.17722  0.72650  -0.28340  0.1675
N  3.02883  1.09524  0.60677  0.2111
H  1.40571  1.37168  -0.70280  0.1349
H  2.02867  -0.34029  -0.40475  0.1189
H  2.99122  0.64235  1.52589  0.1809
H  3.29811  2.07144  0.75164  0.1719
C  -1.53697  -0.99271  0.33355  -0.1013
O  -0.43619  -0.25565  0.66097  0.1376
C  -2.17116  -0.44104  -1.04960  0.0895
H  -2.31706  -1.01568  1.08584  0.1598
H  -1.07276  -1.92750  -0.07477  0.2204
H  -0.55303  -0.09423  1.62419  0.1826
H  -1.58830  0.44410  -1.28662  0.0930
H  -3.21518  -0.14678  -0.91582  0.1286
H  -2.03911  -1.13742  -1.87109  0.1047

The value obtained for the molar mass is 76.12 g/mol. The spin multiplicity is 2. The charge is +2.



Which structure is the least stable? The one labeled #Q.



#P
# C5H5N5O

C5H5N5O in the gas phase (ωB97M-V with the def2-TZVPD basis set, OMol25).

Each line ends with the Löwdin charge.
Element x y z (Å)
C  2.86351  0.23355  -0.17737  -0.0168
C  1.51484  0.86499  -0.14578  -0.4557
O  1.38493  2.05250  -0.26031  0.1107
N  0.33854  0.10460  0.02786  0.0146
N  0.50098  -1.20183  0.29361  0.0990
C  -0.69765  -1.69992  0.45365  -0.1086
N  -1.64624  -0.79803  0.27566  -0.0384
N  -2.98703  -0.60677  0.30669  0.0930
C  -3.14230  0.59469  -0.13853  -0.1636
N  -1.91066  1.30076  -0.36777  0.1320
C  -0.98847  0.41607  -0.05481  -0.2410
H  3.62404  1.05977  0.12761  0.1202
H  3.11903  0.10445  -1.25228  0.0939
H  2.89844  -0.75071  0.46974  0.1110
H  -0.80344  -2.80430  0.52651  0.1474
H  -4.06854  1.13017  -0.08449  0.1025

The value obtained for the molar mass is 151.13 g/mol. Its SMILES is CC(=O)n1ncn2ncnc12. The charge is 0.



#Q
# C5H5N5O

2 unconnected molecules or ions with the total composition C5H5N5O (ωB97M-V with the def2-TZVPD basis set, OMol25).

Each line ends with the Löwdin charge.
Element x y z (Å)
C  2.52098  -1.09351  -0.89906  -0.0987
C  1.50228  -0.90012  -0.04913  -0.0713
C  -3.58118  -0.07748  -0.60398  -0.2151
C  -1.78831  0.83069  0.08446  -0.0955
C  0.98427  1.13500  1.23187  0.1361
N  3.32338  0.06154  -0.92961  0.0347
N  -2.90817  -0.98129  -0.01252  -0.0189
N  -1.77162  -0.46781  0.42398  -0.0485
N  2.76069  0.95250  -0.22818  0.0495
N  1.61991  0.39248  0.33554  -0.1611
O  -3.00978  1.16357  -0.42741  -0.0072
H  2.51783  -2.00291  -1.52077  0.1153
H  0.78543  -1.63912  0.12806  0.1030
H  -4.60684  -0.27339  -0.87529  0.1229
H  1.34669  2.14002  1.38302  0.0889
H  0.30443  0.75982  1.95904  0.0659

The value obtained for the molar mass is 151.13 g/mol. The charge is 0.



Which structure is the least stable? The one labeled #Q.



#P
# C8H16N2O3

C8H16N2O3 in the gas phase (ωB97M-V with the def2-TZVPD basis set, OMol25).

Each line ends with the Löwdin charge.
Element x y z (Å)
C  -1.49281  -2.83715  -1.03672  -0.1523
C  -2.34185  -1.15866  0.48763  0.2170
C  -0.08045  -2.31443  -0.86928  -0.1681
C  0.34998  0.01706  -0.81673  -0.2381
C  1.77755  1.95017  2.17909  -0.0705
C  0.55870  2.96433  0.38584  -0.0389
C  1.40607  0.66422  0.06422  -0.1393
C  0.83395  1.59719  1.05296  -0.4411
N  -2.31179  -2.49091  0.13969  0.0270
N  0.00299  0.21174  -2.10417  -0.4523
O  0.66980  1.00304  -2.77817  -0.0210
O  -0.97968  -0.41541  -2.52042  -0.0727
O  -0.09494  -1.12827  -0.06827  -0.1298
H  -1.73617  -2.25239  -1.93566  0.1062
H  -1.54958  -3.95516  -1.33825  0.1609
H  -2.33592  -0.79990  1.39432  0.0558
H  -2.24919  -0.55992  -0.42365  0.1167
H  0.38253  -2.98210  -0.18788  0.1129
H  0.36686  -2.10872  -1.90278  0.1704
H  1.89212  1.09021  2.81502  0.0761
H  1.19748  2.62152  2.77584  0.0743
H  2.58279  2.45823  1.78021  0.0615
H  1.42133  3.47379  0.46080  0.0376
H  -0.21656  3.56580  0.77299  0.0691
H  0.25467  2.68792  -0.59015  0.0659
H  1.90276  -0.22193  0.70680  0.1582
H  2.22915  1.04987  -0.59942  0.1390
H  -0.08427  1.05314  1.27227  0.1261
H  -2.35550  -3.18328  0.88391  0.1491

The value obtained for the molar mass is 188.23 g/mol. The charge is 0.



#Q
# C8H16N2O3

C8H16N2O3 in the gas phase (ωB97M-V with the def2-TZVPD basis set, OMol25).

Each line ends with the Löwdin charge.
Element x y z (Å)
C  -0.58716  -1.58592  3.67229  -0.0844
C  -0.45522  -1.75451  2.16795  -0.4024
C  0.45252  -2.97499  1.90458  -0.0853
C  0.18143  -0.45213  1.53443  -0.1633
C  -0.20659  -0.08731  0.14083  -0.3629
N  -0.00711  -1.16392  -0.83262  0.0511
C  0.42424  1.22358  -0.38524  -0.4290
O  1.36957  1.83865  0.08110  0.0703
N  -0.09616  1.57003  -1.62130  0.0437
C  0.49517  2.64564  -2.40687  -0.0735
C  -0.18862  2.58523  -3.77808  -0.5500
O  -0.75006  1.66606  -4.26277  0.1325
O  0.00662  3.74903  -4.37967  0.1220
H  0.31217  -1.57859  4.14338  0.0480
H  -1.14628  -2.46422  3.86874  0.0629
H  -1.25620  -0.80207  4.01176  0.0822
H  -1.41575  -1.68102  1.66693  0.1256
H  0.50875  -3.16612  0.81485  0.0607
H  1.49953  -2.74116  2.13937  0.0781
H  0.09368  -3.92553  2.38085  0.0864
H  -0.09924  0.51803  2.12373  0.1441
H  1.31350  -0.31928  1.77754  0.1479
H  -1.28259  0.10911  0.07006  0.1442
H  0.96245  -1.10439  -1.15797  0.0924
H  -0.62580  -1.03805  -1.68761  0.1006
H  -0.74716  1.02118  -2.18944  0.1197
H  0.13077  3.57961  -1.94331  0.1432
H  1.59174  2.55698  -2.63576  0.1594
H  -0.47818  3.77606  -5.21775  0.1361

The value obtained for the molar mass is 188.23 g/mol. Its SMILES is CC(C)C[C@H](N)C(=O)NCC(=O)O. The charge is 0.



Which structure is the least stable? The one labeled #P.



#P
# C9H9NO3

C9H9NO3 in the gas phase (ωB97M-V with the def2-TZVPD basis set, OMol25).

Each line ends with the Löwdin charge.
Element x y z (Å)
C  -0.36888  -0.36512  3.14066  -0.0564
C  -0.13193  -1.73188  2.75069  -0.0975
C  -0.35942  0.69390  2.23128  -0.0212
C  0.05414  -1.95395  1.41660  -0.0438
C  -0.16576  0.39595  0.87693  -0.1758
C  -0.03864  -0.96247  0.45412  -0.2469
C  -1.01405  0.36786  -2.48818  -0.4907
C  0.02615  1.32360  -0.21476  0.0335
C  0.20163  0.06936  -1.57419  -0.2873
N  1.49755  0.43891  -2.19449  0.0720
O  -2.04804  -0.19534  -2.52005  0.1702
O  -0.76707  1.49575  -3.17818  0.1126
O  0.36470  -1.13136  -0.79305  0.0773
H  -0.54523  -0.05427  4.11759  0.0761
H  -0.23284  -2.60273  3.42293  0.1056
H  -0.49658  1.70580  2.47832  0.0994
H  0.30037  -2.99904  1.11090  0.1331
H  -0.82336  2.00232  -0.60896  0.1408
H  0.84157  1.92498  -0.46163  0.0765
H  2.09691  -0.26915  -1.66343  0.1362
H  0.15980  1.75816  -3.15139  0.0992
H  1.44896  0.08872  -3.15172  0.0870

The value obtained for the molar mass is 179.18 g/mol. The spin multiplicity is 3. The charge is 0.



#Q
# C9H9NO3

C9H9NO3 in the gas phase (ωB97M-V with the def2-TZVPD basis set, OMol25).

Each line ends with the Löwdin charge.
Element x y z (Å)
C  -3.18183  -0.57106  -0.44170  -0.1026
C  -2.45247  -1.29134  0.42959  -0.1203
C  -2.63599  0.59023  -1.01562  -0.0963
C  -1.19304  -0.90510  0.81167  -0.0301
C  -1.33130  0.87888  -0.85959  -0.0307
C  -0.55665  0.16538  0.12200  -0.2078
C  1.25642  1.77438  0.63069  0.0757
C  0.78283  0.58700  0.29908  -0.1667
C  1.88989  -0.60872  -0.34804  -0.2483
N  2.87772  -0.76126  0.70277  -0.3988
O  2.55616  -1.43298  1.66079  0.0855
O  3.87864  -0.10801  0.67974  0.0845
O  2.41966  -0.04547  -1.46151  0.0042
H  -4.22134  -0.91605  -0.64632  0.1225
H  -2.86394  -2.14521  1.10784  0.1470
H  -3.16715  1.06427  -1.88225  0.1232
H  -0.71026  -1.59755  1.46220  0.1029
H  -0.84583  1.88126  -1.12397  0.1456
H  2.35553  1.99024  0.62754  0.0892
H  0.61320  2.59340  0.83057  0.0638
H  1.23026  -1.53786  -0.52556  0.1886
H  3.29949  0.39558  -1.05990  0.1687

The value obtained for the molar mass is 179.18 g/mol. The spin multiplicity is 3. The charge is 0.



Which structure is the least stable? The one labeled #Q.



#P
# CH3ClN2O2

CH3ClN2O2 in the gas phase (ωB97M-V with the def2-TZVPD basis set, OMol25).

Each line ends with the Löwdin charge.
Element x y z (Å)
C  -0.11682  0.07598  -0.07912  -0.1336
N  -1.26738  0.86872  -0.10346  0.0304
N  -2.35843  0.16371  0.04068  -0.4125
O  -2.36514  -1.04019  0.09943  -0.0337
O  -3.54609  0.92937  -0.00581  -0.4492
Cl  -4.87166  -0.14658  -0.02865  0.7201
H  0.77546  0.50080  -0.61401  0.1000
H  0.00788  -0.23545  0.96175  0.0964
H  -0.35099  -0.78360  -0.72583  0.0820

The value obtained for the molar mass is 110.50 g/mol. Its SMILES is C/N=[N+](\[O-])OCl. The charge is 0.



#Q
# CH3ClN2O2

CH3ClN2O2 in the gas phase (ωB97M-V with the def2-TZVPD basis set, OMol25).

Each line ends with the Löwdin charge.
Element x y z (Å)
O  0.29557  1.22481  -1.09943  0.0059
N  0.12903  0.29125  -0.32092  -0.4243
C  -1.04176  -0.57444  -0.48865  -0.4863
Cl  -2.40184  0.10068  0.44901  0.5833
N  0.84089  -0.05684  0.65373  0.0293
O  1.93590  0.75922  0.84032  0.0110
H  -1.32266  -0.57285  -1.54261  0.0924
H  -0.82469  -1.57077  -0.10544  0.0829
H  2.38956  0.39894  1.61399  0.1058

The value obtained for the molar mass is 110.50 g/mol. Its SMILES is [O-]/[N+](CCl)=N\O. The charge is 0.



Which structure is the least stable? The one labeled #P.



#P
# C2H8NS2

2 unconnected molecules or ions with the total composition C2H8NS2 (ωB97M-V with the def2-TZVPD basis set, OMol25).

Each line ends with the Löwdin charge.
Element x y z (Å)
C  -0.82932  0.76473  -3.24853  0.1782
N  0.13689  0.18904  -2.64728  0.1606
H  -1.64556  0.28298  -3.79952  0.1441
H  -0.86879  1.83333  -3.48550  0.1444
H  0.86384  0.86769  -2.42494  0.1573
H  0.19919  -0.82052  -2.56482  0.1557
C  -1.08429  -1.50039  1.06077  -0.3901
S  -0.09066  -0.17128  0.42343  0.6149
S  0.92049  0.50425  2.04837  0.6703
H  -0.45545  -2.34124  0.72750  0.0702
H  -2.16719  -1.44440  0.80602  0.0890
H  -1.25299  -1.68803  2.13181  0.0865
H  2.18825  0.35275  1.57601  -0.0813

The value obtained for the molar mass is 110.23 g/mol. The spin multiplicity is 2. The charge is +2.



#Q
# C2H8NS2

A molecular structure, C2H8NS2 (ωB97M-V with the def2-TZVPD basis set, OMol25).

Each line ends with the Löwdin charge.
Element x y z (Å)
C  -2.04070  0.35287  0.65326  -0.0802
N  -1.40092  0.88983  1.65354  0.1573
H  -2.79173  -0.48263  0.47608  0.1531
H  -2.08729  1.02745  -0.20284  0.1149
H  -0.90703  1.69222  1.55916  0.1015
H  -1.39912  0.46414  2.53042  0.1387
C  2.39396  -0.14474  -1.34953  -0.2412
S  1.27570  -0.07692  0.11594  0.8361
S  -0.40390  -0.98258  -0.46710  0.6435
H  1.79551  -0.52064  -2.17527  0.0681
H  3.22987  -0.65880  -0.84086  0.0979
H  2.71421  0.73243  -1.74162  0.0417
H  -0.37857  -2.29265  -0.21118  -0.0316

The value obtained for the molar mass is 110.23 g/mol. The spin multiplicity is 2. The charge is +2.



Which structure is the least stable? The one labeled #Q.